1.
A single C4H5NOS molecule in a non-equilibrium geometry. Source: OMol25; level of theory: ωB97M-V/def2-TZVPD.

Geometry as XYZ:
```
12
Properties=species:S:1:pos:R:3:lowdin_charge:R:1
S -0.95 0.54 -2.50 0.6766
O 0.22 0.63 2.81 0.0613
N 1.50 -0.48 0.52 0.0981
C 0.35 0.17 -0.06 -0.3828
C 0.00 -0.27 -1.45 -0.6107
C 0.17 -0.82 0.96 -0.2690
C -0.26 -0.36 2.33 -0.1985
H 0.09 1.23 0.17 0.1586
H -1.05 -0.98 2.87 0.1378
H 0.52 -1.21 -1.73 0.0726
H -0.15 -1.84 0.68 0.1488
H 1.96 0.13 1.19 0.1072
```

## Properties
Energy above the lowest of the compared OMol25 structures with the same formula, charge and spin = 219.2 kJ/mol
HOMO-LUMO gap = 8.47 eV


2.
A single C4H5NOS molecule in a non-equilibrium geometry. Source: OMol25; level of theory: ωB97M-V/def2-TZVPD.

Geometry as XYZ:
```
12
Properties=species:S:1:pos:R:3:mulliken_spin:R:1
S -1.88 0.46 -2.35 1.2103
O 0.04 2.26 0.26 0.0247
N 0.29 -0.29 1.54 0.0034
C 0.77 -0.02 0.19 0.0324
C 0.04 1.25 -0.36 0.0077
C -0.35 -1.33 1.72 0.0054
C -0.40 0.98 -1.89 0.6543
H -0.70 -1.59 2.68 0.0008
H 1.87 0.14 0.39 -0.0027
H -0.56 -2.06 0.97 -0.0021
H 0.27 1.12 -2.74 0.0652
H 0.62 -0.93 -0.41 0.0007
```

## Properties
Spin multiplicity = 3
Energy above the lowest of the compared OMol25 structures with the same formula, charge and spin = 138.3 kJ/mol
<S²> = 2.006
HOMO-LUMO gap (alpha / beta) = 7.96 / 7.32 eV


3.
A single C4H5NOS2 molecule in a non-equilibrium geometry. Source: OMol25; level of theory: ωB97M-V/def2-TZVPD.

Geometry as XYZ:
```
13
Properties=species:S:1:pos:R:3:lowdin_charge:R:1
S -0.27 0.66 2.31 0.9018
S 0.87 2.57 -0.77 0.6964
O -0.95 0.22 -2.15 0.0284
N -0.57 0.19 -0.78 -0.1614
C 0.46 1.03 -0.44 -0.7824
C 0.81 0.50 0.99 -0.7062
C -0.71 -1.09 -0.08 -0.0949
C 0.15 -0.82 1.25 -0.3901
H -1.72 -1.58 -0.15 0.1407
H -0.68 1.06 -2.46 0.0399
H 0.99 -1.49 1.78 0.1558
H 1.80 0.52 1.23 0.0622
H -0.18 -1.77 -0.73 0.1100
```

## Properties
Energy above the lowest of the compared OMol25 structures with the same formula, charge and spin = 378.2 kJ/mol
HOMO-LUMO gap = 8.60 eV


4.
A single C4H5NOS2 molecule in a non-equilibrium geometry. Source: OMol25; level of theory: ωB97M-V/def2-TZVPD.

Geometry as XYZ:
```
13
Properties=species:S:1:pos:R:3:lowdin_charge:R:1
S 0.82 -0.86 2.19 0.8542
S 0.90 1.04 -2.69 0.7859
O -2.19 -0.18 -0.99 0.0725
N 0.02 -0.22 0.85 -0.2879
C 0.06 0.53 -1.40 -0.7267
C -1.45 0.64 -1.45 -0.3129
C 0.70 -0.07 -0.22 -0.3264
C -0.58 -0.86 3.33 -0.3966
H -1.38 -1.46 2.91 0.0309
H -1.84 1.52 -2.03 0.1181
H -0.94 0.19 3.53 0.0559
H 1.79 -0.30 -0.36 0.1100
H -0.22 -1.30 4.26 0.0230
```

## Properties
Energy above the lowest of the compared OMol25 structures with the same formula, charge and spin = 184.7 kJ/mol
HOMO-LUMO gap = 7.33 eV


5.
A single C4H5NOS2 molecule in a non-equilibrium geometry. Source: OMol25; level of theory: ωB97M-V/def2-TZVPD.

Geometry as XYZ:
```
13
Properties=species:S:1:pos:R:3:lowdin_charge:R:1
S -0.78 -0.77 2.96 0.7603
S 1.95 0.99 -1.75 0.7901
O -0.96 0.03 -2.11 0.0288
N -0.56 0.04 -0.87 -0.2448
C -1.25 -0.39 0.27 -0.0443
C -0.35 -0.24 1.33 -0.6506
C 0.84 0.29 0.82 -0.1271
C 0.70 0.44 -0.54 -0.5733
H 1.75 0.60 1.29 0.1058
H -0.42 -0.69 -2.54 0.1556
H -2.31 -0.57 0.24 0.1216
H 1.41 2.12 -2.13 -0.1609
H -0.02 -1.84 3.06 -0.1612
```

## Properties
Energy above the lowest of the compared OMol25 structures with the same formula, charge and spin = 239.8 kJ/mol
HOMO-LUMO gap = 9.03 eV


6.
A molecular structure, C4H5NS in a non-equilibrium geometry. Source: OMol25; level of theory: ωB97M-V/def2-TZVPD.

Geometry as XYZ:
```
11
Properties=species:S:1:pos:R:3:lowdin_charge:R:1
S -0.37 -2.14 1.68 0.5508
N 1.50 1.09 -0.72 0.0313
C 0.23 1.68 -0.83 -0.0879
C 0.02 -0.45 0.17 -0.3067
C 1.43 0.02 -0.07 -0.1913
C -0.70 0.79 -0.28 -0.0587
H 0.15 2.48 -1.49 0.0830
H -1.72 0.99 -0.45 0.0753
H -0.12 -1.28 -0.46 0.0302
H 2.35 -0.52 -0.01 0.1062
H 0.28 -2.72 0.69 -0.2322
```

## Properties
Energy above the lowest of the compared OMol25 structures with the same formula, charge and spin = 314.7 kJ/mol
HOMO-LUMO gap = 8.10 eV


The highest energy above the lowest of the compared OMol25 structures with the same formula, charge and spin belongs to which entry? number 3


What is the energy above the lowest of the compared OMol25 structures with the same formula, charge and spin in the second record? 138.3 kJ/mol


Please write out number 1 again, unchanged.
A single C4H5NOS molecule in a non-equilibrium geometry. Source: OMol25; level of theory: ωB97M-V/def2-TZVPD.

Geometry as XYZ:
```
12
Properties=species:S:1:pos:R:3:lowdin_charge:R:1
S -0.95 0.54 -2.50 0.6766
O 0.22 0.63 2.81 0.0613
N 1.50 -0.48 0.52 0.0981
C 0.35 0.17 -0.06 -0.3828
C 0.00 -0.27 -1.45 -0.6107
C 0.17 -0.82 0.96 -0.2690
C -0.26 -0.36 2.33 -0.1985
H 0.09 1.23 0.17 0.1586
H -1.05 -0.98 2.87 0.1378
H 0.52 -1.21 -1.73 0.0726
H -0.15 -1.84 0.68 0.1488
H 1.96 0.13 1.19 0.1072
```

## Properties
Energy above the lowest of the compared OMol25 structures with the same formula, charge and spin = 219.2 kJ/mol
HOMO-LUMO gap = 8.47 eV


Which of these has the lowest energy above the lowest of the compared OMol25 structures with the same formula, charge and spin? number 2